Record 1
{"formula": "C27H44HoN3P3Se", "method": "wB97M-V/def2-TZVPD", "symbols": ["C", "C", "N", "H", "C", "H", "N", "Se", "H", "C", "H", "C", "H", "H", "H", "C", "H", "P", "H", "C", "H", "H", "H", "H", "C", "H", "H", "H", "C", "C", "C", "C", "Ho", "P", "C", "H", "C", "H", "H", "H", "C", "H", "H", "H", "C", "H", "H", "H", "H", "N", "H", "C", "C", "H", "H", "H", "C", "C", "H", "H", "C", "C", "P", "H", "C", "C", "H", "H", "H", "H", "C", "H", "H", "H", "H", "C", "H", "H", "C"], "positions_angstrom": [[-4.957, 0.205, -2.300], [-4.095, -0.450, -1.382], [-0.169, -3.545, 3.666], [-1.777, 3.695, -2.108], [1.870, 3.376, 1.309], [-1.107, 2.707, -4.972], [-0.224, -3.094, 1.494], [-1.429, -0.542, -0.155], [3.512, -3.765, -0.545], [0.065, -3.365, 5.042], [2.064, 3.678, 2.347], [-0.178, -2.563, 2.707], [-0.440, -5.115, 0.811], [1.327, 4.172, 0.781], [-5.353, 2.040, -3.427], [1.150, -2.854, 9.089], [2.287, 1.643, 3.285], [2.010, -1.926, -0.346], [0.670, 2.886, -4.915], [0.748, -3.026, 7.721], [-0.052, 1.267, -5.150], [2.261, -4.081, 0.697], [0.723, -1.578, 0.233], [-0.378, 4.411, -2.947], [0.684, -4.314, 7.171], [-5.729, -0.363, -2.834], [-3.961, 3.432, -1.893], [-1.492, 1.739, 1.699], [-0.171, 2.236, -4.646], [0.334, -4.491, 5.830], [-0.688, 3.648, -2.223], [3.352, -1.016, 0.443], [-2.486, 0.380, -3.075], [0.894, 1.804, 1.279], [0.456, -1.906, 6.927], [-0.145, -1.513, 2.949], [1.619, 2.118, -2.397], [-3.289, -1.647, -4.940], [-0.792, -1.933, -3.057], [-0.351, -5.709, 3.492], [-2.771, -1.687, -3.970], [4.297, -1.364, 0.002], [0.304, -5.498, 5.408], [3.360, -1.236, 1.520], [-0.725, 2.517, 1.817], [0.586, 1.183, 3.631], [-2.420, 2.284, -0.274], [0.519, -0.909, 7.358], [1.003, -0.597, -2.034], [1.491, -2.741, 10.203], [1.663, 0.043, 2.777], [-4.772, 1.561, -2.629], [-0.295, -4.765, 2.991], [0.912, -5.179, 7.793], [1.779, 2.753, -1.512], [-0.668, 2.830, 2.869], [1.409, 1.103, 2.908], [-0.346, -4.453, 1.655], [2.044, 1.131, -2.185], [-3.261, -2.345, -3.246], [-3.109, 1.711, -0.864], [0.119, -2.075, 5.580], [-0.149, 2.005, -2.813], [-4.128, -1.533, -1.292], [-1.383, -1.467, -3.858], [1.733, -1.422, -2.033], [-0.230, 3.853, -1.244], [-0.983, 3.378, 1.186], [2.671, -1.097, -2.501], [1.851, -4.217, -1.032], [2.445, -3.665, -0.297], [1.302, -2.254, -2.605], [-0.804, -1.194, -4.755], [2.826, 3.203, 0.797], [2.164, 2.556, -3.245], [-3.938, 2.338, -1.802], [-0.123, -1.212, 4.959], [3.241, 0.066, 0.302], [-3.061, 0.299, -0.744]], "atomic_forces_ev_per_a": [[-0.17, -0.57, 0.16], [-0.73, 0.45, -0.47], [-0.44, -0.34, -1.52], [0.40, 0.16, -0.11], [0.16, -0.20, -0.14], [0.11, 0.01, -0.04], [-0.61, 0.58, 0.28], [-1.87, 0.33, -1.37], [-0.28, 0.07, 0.03], [0.36, -0.10, 1.03], [-0.06, 0.13, -0.35], [0.30, -1.45, -0.07], [-0.02, -0.08, 0.04], [0.20, -0.14, 0.16], [0.08, -0.27, 0.42], [0.72, 0.18, 2.45], [-0.22, -0.25, 0.01], [-0.68, 0.45, 0.87], [-0.27, -0.08, -0.20], [-0.06, 0.05, -0.50], [0.09, 0.27, -0.10], [0.04, 0.10, -0.11], [1.52, -0.75, -0.10], [0.03, -0.04, 0.27], [-0.18, 0.04, -0.24], [0.39, 0.11, 0.23], [0.19, -0.50, -0.06], [0.03, 0.26, 0.25], [0.02, -0.30, 0.23], [0.12, 0.33, 0.33], [-0.33, 0.27, 0.07], [-0.03, 0.11, -0.07], [0.75, 5.00, 1.15], [-0.02, 0.75, 0.27], [0.01, -0.26, -0.36], [0.13, -0.07, -0.10], [0.69, -0.51, 0.11], [0.14, 0.72, 0.23], [-0.58, 0.49, -0.13], [-0.01, -0.07, 0.08], [2.85, -3.39, -0.90], [-0.18, 0.14, 0.13], [0.05, 0.44, 0.26], [-0.01, -0.01, -0.30], [-0.08, -0.22, -0.18], [0.32, -0.03, -0.12], [0.20, 0.22, 0.15], [-0.07, -0.24, -0.08], [0.33, -0.26, 0.08], [-0.76, -0.20, -2.47], [0.04, 0.20, 0.29], [-0.36, 0.03, 0.07], [0.01, 1.08, -0.37], [-0.06, 0.25, -0.16], [-0.25, -0.29, -0.30], [-0.15, 0.05, -0.38], [0.09, -0.47, -0.08], [0.31, 0.20, 0.92], [0.02, 0.42, -0.07], [0.12, 0.45, 0.06], [-0.53, 0.38, -0.44], [-0.04, -0.28, 0.44], [-0.28, 0.90, 0.04], [-0.14, 0.22, 0.32], [-1.24, -3.98, -1.50], [0.13, 0.29, -0.74], [-0.17, -0.06, -0.33], [-0.01, -0.12, 0.19], [-0.25, -0.16, -0.08], [0.08, 0.04, 0.18], [-0.15, -0.15, 0.00], [0.29, 0.09, 0.15], [-0.30, 0.54, 0.33], [-0.12, 0.21, 0.21], [-0.18, -0.08, 0.19], [0.06, 0.10, 0.62], [0.12, -0.19, 0.33], [-0.01, -0.29, 0.01], [0.43, -0.72, 0.90]], "charge": 3, "homo_lumo_gap_ev": [2.85, 3.45], "spin_multiplicity": 5, "lumo_energy_ev": [-11.7, -11.1], "total_energy_ev": -152165.6061, "homo_energy_ev": [-14.6, -14.6], "e_above_lowest_kcal_mol": 0.0}


Record 2
{"formula": "C27H44N3P3SSc", "method": "wB97M-V/def2-TZVPD", "symbols": ["H", "C", "C", "H", "P", "H", "H", "H", "H", "C", "H", "H", "H", "C", "H", "H", "H", "H", "C", "H", "C", "C", "H", "H", "C", "H", "H", "C", "C", "H", "H", "S", "C", "N", "C", "H", "H", "C", "C", "H", "H", "C", "H", "H", "H", "H", "H", "H", "P", "C", "C", "H", "H", "C", "N", "N", "H", "C", "H", "H", "C", "C", "C", "Sc", "C", "H", "C", "C", "H", "H", "C", "H", "H", "P", "H", "C", "H", "H", "H"], "positions_angstrom": [[0.550, 2.253, -1.663], [-0.878, 0.988, 3.225], [2.798, -5.421, 1.655], [-3.822, 0.131, 0.237], [-1.802, 1.410, -0.355], [-2.229, -1.549, 3.694], [-2.538, 3.736, -0.198], [-0.767, -3.708, 0.014], [3.628, -3.170, 4.079], [1.118, 1.553, -1.047], [4.301, -5.253, 5.233], [-4.188, 1.864, 0.046], [2.380, -5.462, 0.657], [-2.851, -1.913, -1.191], [-3.375, 1.272, 1.512], [-1.266, -0.649, -3.495], [0.716, -3.383, 1.129], [-3.091, 2.425, -2.201], [-2.084, -1.489, 2.608], [-3.141, -2.760, -1.824], [-1.299, 6.508, -5.376], [0.477, 8.031, -3.860], [-1.169, -4.069, -1.686], [1.166, 8.621, -3.262], [4.099, -7.774, 4.227], [0.485, -3.607, -1.236], [-0.346, 7.019, -2.146], [3.740, -6.541, 3.579], [1.173, 1.776, 0.391], [-1.456, 1.909, -2.708], [-2.961, 4.755, -4.204], [-2.326, 5.230, -3.118], [-1.270, 6.360, -3.984], [2.680, -3.007, 1.538], [3.198, -6.590, 2.291], [-1.973, -2.502, 2.208], [-0.476, 7.519, -7.080], [0.602, -1.357, 3.305], [3.435, -1.919, 1.402], [-0.777, 3.639, -0.452], [0.635, 2.622, 0.810], [0.449, 8.180, -5.247], [-2.973, -1.042, 2.156], [-3.395, -1.029, -1.531], [4.399, -1.768, 1.820], [-2.743, 0.709, -2.514], [-1.123, 0.711, 4.258], [2.034, 1.256, -1.562], [-0.577, -0.498, 2.157], [-0.374, 7.129, -3.227], [-0.572, -3.429, -1.026], [1.114, 8.884, -5.737], [3.065, -0.035, 0.446], [3.894, -5.305, 4.229], [1.537, -1.443, 0.443], [4.379, -8.780, 4.725], [-1.455, 3.313, 1.155], [-2.333, 1.639, -2.114], [0.026, 1.605, 3.217], [0.723, -2.399, 3.002], [2.749, -0.999, 0.684], [-3.459, 1.141, 0.430], [3.522, -4.125, 3.573], [0.000, 0.000, 0.000], [2.987, -4.188, 2.274], [2.117, 1.626, 0.908], [1.530, -2.718, 0.938], [-1.624, 3.200, 0.081], [0.199, -1.621, -3.400], [1.578, -0.864, 3.263], [-0.443, 7.414, -5.999], [0.233, -1.330, 4.337], [-1.694, 1.589, 2.817], [-1.012, -1.638, -1.268], [-1.381, -2.427, -3.604], [-0.857, -1.591, -3.123], [-3.144, -2.123, -0.159], [3.085, -7.530, 1.770], [-1.989, 5.917, -5.972]], "atomic_forces_ev_per_a": [[-0.17, -0.20, 0.18], [0.05, 0.23, -0.40], [0.20, 0.15, 0.10], [-0.05, 0.14, 0.04], [-5.20, 3.83, -0.81], [0.23, 0.12, -0.28], [0.09, -0.21, 0.08], [-0.17, -0.11, -0.31], [0.08, -0.08, -0.08], [1.15, 2.03, 1.11], [-0.05, -0.07, -0.12], [0.20, -0.12, 0.04], [0.09, -0.05, -0.06], [0.04, 0.39, 0.28], [-0.07, 0.01, -0.12], [0.04, -0.14, -0.05], [-0.34, 0.04, -0.52], [0.12, -0.20, 0.21], [0.00, 0.01, -0.66], [0.23, 0.17, 0.13], [0.35, 0.55, -1.56], [-0.42, -0.57, 1.29], [0.00, 0.35, 0.11], [-0.13, -0.09, -0.09], [0.38, -0.91, 0.50], [-0.12, 0.06, -0.02], [0.02, 0.08, -0.14], [-0.16, 0.40, -0.11], [1.32, 2.07, -1.60], [-0.12, -0.01, -0.05], [-0.02, 0.02, -0.01], [1.11, 1.30, -1.01], [-1.15, -1.23, 0.91], [-0.60, 0.07, -0.04], [-0.19, 0.32, 0.06], [-0.09, 0.04, 0.10], [-0.01, -0.02, 0.18], [0.17, 0.07, -0.24], [2.10, 1.55, 0.04], [-0.08, -0.02, 0.06], [-0.17, -0.25, 0.01], [0.08, 0.10, -0.03], [0.02, -0.10, 0.10], [0.02, -0.17, 0.04], [0.66, -0.44, 0.18], [-0.01, 0.18, -0.02], [0.07, -0.07, -0.31], [-0.18, -0.50, 0.17], [-2.01, -0.89, 7.19], [1.22, 1.12, 0.37], [0.27, 0.14, 0.26], [-0.08, -0.07, 0.05], [0.56, 1.13, -0.49], [-0.26, 0.23, -0.55], [-2.07, -3.49, -0.54], [-0.29, 1.02, -0.47], [-0.06, 0.04, -0.12], [0.31, -0.31, -0.07], [-0.09, -0.03, 0.10], [-0.14, 0.28, 0.34], [1.93, 0.02, 1.24], [0.21, -0.18, 0.04], [-0.14, -0.23, -0.34], [5.49, -0.85, -1.22], [0.46, -1.14, 0.75], [-0.15, -0.33, 0.05], [-0.52, 0.52, 0.03], [0.25, -0.11, 0.07], [-0.06, -0.05, -0.04], [-0.08, -0.08, 0.05], [-1.09, -1.04, -0.18], [-0.07, 0.14, -0.32], [0.07, -0.03, 0.13], [-3.50, -5.25, -4.24], [0.08, 0.14, 0.37], [0.40, 0.58, 0.20], [-0.07, -0.03, -0.11], [0.01, -0.08, 0.13], [0.11, 0.13, 0.03]], "charge": 3, "homo_lumo_gap_ev": [6.64, 4.10], "lumo_energy_ev": [-9.0, -11.5], "total_energy_ev": -92556.8434, "homo_energy_ev": [-15.6, -15.6], "e_above_lowest_kcal_mol": 68.8}


Record 3
{"formula": "C27H45B2BrF5N3O7P", "method": "wB97M-V/def2-TZVPD", "symbols": ["C", "H", "H", "H", "H", "H", "H", "H", "H", "C", "C", "H", "H", "C", "O", "O", "C", "H", "C", "H", "C", "C", "C", "P", "O", "H", "F", "Br", "C", "C", "N", "B", "C", "O", "H", "C", "H", "H", "H", "H", "C", "H", "H", "H", "N", "H", "H", "B", "H", "H", "C", "H", "C", "C", "F", "H", "O", "H", "H", "H", "H", "O", "C", "H", "F", "C", "C", "H", "C", "H", "C", "H", "N", "C", "C", "H", "H", "C", "H", "H", "H", "H", "C", "C", "H", "H", "H", "H", "O", "F", "F"], "positions_angstrom": [[-0.709, -2.831, 3.394], [3.854, 8.311, -0.913], [1.042, -0.808, 4.089], [-1.708, -0.856, 3.898], [-4.823, -0.966, 1.726], [2.146, 6.144, -3.695], [4.839, 4.024, -2.210], [0.548, 6.411, -2.363], [3.866, 3.611, -0.780], [2.231, 9.000, -3.181], [-3.961, -3.221, 0.325], [-3.021, -1.259, -1.455], [-1.472, -2.287, -1.244], [2.832, 5.317, -3.545], [1.475, -1.679, 4.187], [1.138, -7.780, -2.129], [-1.777, -4.150, 1.505], [4.782, 4.674, -4.270], [-3.103, 0.465, 1.303], [3.369, 3.019, -2.395], [-2.510, -2.247, -1.668], [-0.878, -6.138, 0.791], [-3.618, 2.390, -0.403], [-0.216, -6.833, -1.853], [2.940, -5.959, 3.686], [0.144, -4.373, 5.968], [-1.581, 3.070, 0.853], [-5.127, -3.248, -2.292], [3.832, 3.838, -1.846], [-2.353, 3.330, -0.247], [0.328, -4.963, 2.712], [0.416, -2.583, 4.543], [-3.472, -3.385, -1.161], [0.294, -5.240, -1.871], [-1.997, -7.574, -0.372], [-4.060, 1.663, 0.922], [-2.315, 0.896, 1.991], [-4.732, -2.403, 0.372], [-5.116, 1.307, 0.725], [-2.448, -2.317, -2.795], [-0.902, -7.366, -0.196], [1.260, 3.880, -1.983], [1.818, 4.427, -0.399], [4.698, 6.400, -3.905], [2.987, 5.088, -2.044], [2.937, -5.210, 3.067], [-3.983, -0.347, 3.189], [2.233, -7.055, 3.196], [-0.427, -8.284, 0.227], [3.713, 5.944, -0.249], [-1.714, -1.779, 3.257], [4.754, 6.180, -1.659], [4.134, 5.552, -4.288], [3.722, 6.218, -1.306], [-4.683, 3.186, -0.843], [1.409, -3.124, 6.478], [3.232, 8.046, -2.831], [1.472, 8.501, -3.791], [-2.593, 0.035, 0.398], [1.806, -7.154, -2.477], [0.764, -8.073, 1.885], [2.357, -8.273, 3.946], [1.334, -7.097, 1.853], [0.703, 6.511, -0.593], [-3.428, 1.455, -1.423], [-0.707, -4.055, 2.509], [1.632, 4.743, -1.427], [-3.040, -4.385, -1.407], [0.206, -5.974, 1.813], [1.755, 9.455, -2.311], [0.579, 5.835, -1.439], [1.912, -6.988, 0.895], [-1.875, -5.232, 0.639], [3.195, 7.640, -1.477], [0.407, -3.282, 5.979], [-4.170, 2.432, 1.745], [3.029, -8.774, 3.438], [-3.814, -0.690, 2.123], [2.345, 4.423, -3.944], [3.912, 5.757, -5.336], [-0.405, 5.382, -1.308], [-0.364, -2.775, 6.635], [-2.819, -3.070, 1.381], [-2.802, -1.879, 2.214], [2.698, 9.777, -3.788], [2.201, 7.755, -1.050], [-4.530, -4.168, 0.582], [-0.533, -4.714, -1.848], [-1.285, -7.051, -2.876], [-2.672, 4.669, -0.188], [-1.538, 3.139, -1.363]], "atomic_forces_ev_per_a": [[-1.77, 1.23, -0.53], [0.07, -0.26, 0.25], [0.54, -0.40, -0.52], [0.10, -1.09, -0.53], [1.03, 0.18, 0.13], [0.13, 0.04, 0.17], [-0.10, -0.03, 0.00], [0.01, -0.03, 0.02], [-0.03, 0.02, -0.12], [0.07, -0.04, -0.36], [0.07, -1.25, 0.07], [0.84, -0.95, -0.11], [-0.98, 0.01, -0.09], [-0.04, 0.00, -0.18], [-1.74, -0.17, 1.08], [-1.04, 2.72, 0.67], [-0.29, 0.94, 0.52], [-0.08, 0.01, -0.06], [-0.09, 0.49, 0.75], [0.04, 0.07, 0.05], [-0.95, 0.09, -0.55], [-0.24, 0.73, 0.58], [-1.89, -0.59, 0.31], [-1.29, -1.25, -1.95], [-0.59, -0.95, -1.11], [0.23, 0.98, -0.07], [-1.08, 0.09, -1.29], [0.60, -0.16, 0.39], [-0.15, 0.44, 0.02], [1.14, 0.72, -0.96], [-2.79, -0.89, -3.28], [0.66, -0.44, -0.55], [0.42, 0.68, -0.19], [-0.46, -1.89, 0.72], [1.29, 0.20, -0.12], [-0.31, -0.01, -0.49], [-0.60, -0.63, -0.93], [1.16, -0.71, -0.03], [1.21, 0.27, -0.01], [0.09, 0.02, 1.24], [-0.37, 1.28, 0.95], [0.21, 0.01, -0.01], [0.13, -0.02, -0.12], [-0.15, 0.04, -0.03], [0.23, -0.43, 0.22], [-0.31, -0.24, 0.47], [0.11, -0.23, -1.18], [0.69, -0.14, 0.94], [-0.20, 0.92, -0.56], [-0.03, 0.02, -0.07], [0.25, -2.39, -1.73], [-0.10, -0.06, 0.01], [0.28, -0.11, 0.11], [-0.17, 0.02, -0.43], [1.55, -0.69, 0.54], [-1.08, -0.30, -0.47], [-0.16, -0.12, 0.35], [-0.11, 0.09, 0.05], [-0.61, 0.44, 0.85], [-0.02, -0.65, 0.02], [0.95, 0.88, -0.31], [0.57, 1.25, -1.46], [-1.62, 0.77, 0.06], [0.00, 0.05, -0.13], [0.24, 1.35, 1.41], [-1.06, 2.66, 1.01], [-0.15, 0.19, -0.17], [-0.62, 0.82, 0.48], [1.04, -0.64, 0.28], [0.11, -0.02, 0.00], [-0.13, 0.19, 0.26], [-0.40, -0.41, 0.82], [2.44, -0.56, 1.53], [0.09, 0.17, -0.13], [0.35, 0.20, 0.25], [0.36, -0.80, -0.89], [-0.56, -0.10, 0.66], [0.81, -0.10, 0.43], [0.02, -0.05, 0.26], [-0.09, 0.00, 0.10], [0.15, -0.09, -0.10], [0.67, -0.45, -0.69], [0.27, 1.49, 0.84], [1.39, -2.05, 0.31], [-0.04, -0.02, 0.10], [-0.03, -0.04, -0.08], [0.59, 0.97, -0.31], [0.51, -0.20, -0.14], [1.39, 0.47, 1.33], [0.33, -2.08, -0.13], [-0.89, 0.52, 1.57]], "charge": 1, "homo_lumo_gap_ev": 7.90, "lumo_energy_ev": -2.4, "total_energy_ev": -141801.4767, "homo_energy_ev": -10.3}